[1]
DFT (wB97M-V/def2-TZVPD) results for a structure of composition C17H21AsI2MnN2O3.

Last column: Mulliken charge in e.
Geometry (Å):
Mn1 1.1968 -0.5631 -0.9257  0.836
I1 1.5614 2.7528 5.6473  0.031
C1 1.8515 1.6072 3.8899  -0.129
C2 2.5844 2.1418 2.8421  -0.493
C3 2.7724 1.3687 1.7219  -0.363
I2 3.6711 2.1202 -0.0356  0.047
C4 2.2707 0.0543 1.5910  0.736
O1 2.5153 -0.6556 0.5517  -1.182
C5 1.4438 -0.4098 2.6540  0.780
C6 0.7111 -1.7004 2.4087  -1.074
N1 -0.1256 -1.5294 1.2142  0.093
C7 -0.7804 -2.7508 0.7627  -0.963
C8 -1.3878 -2.5327 -0.5997  0.661
C9 -2.6552 -2.9963 -0.9221  -0.814
C10 -3.1638 -2.7592 -2.1896  -0.362
C11 -2.3756 -2.0672 -3.0970  -0.741
C12 -1.1130 -1.6602 -2.7070  -0.169
N2 -0.6247 -1.8770 -1.4848  0.045
C13 1.2554 0.3590 3.7822  -0.720
H1 2.9832 3.1429 2.8953  0.399
H2 0.1159 -1.9777 3.2937  0.391
H3 1.4267 -2.5018 2.1975  0.432
H4 -0.8375 -0.8287 1.4295  0.084
H5 -1.5464 -3.1064 1.4694  0.339
H6 -0.0096 -3.5248 0.6770  0.386
H7 -3.2296 -3.5461 -0.1923  0.409
H8 -4.1462 -3.1138 -2.4624  0.440
H9 -2.7301 -1.8531 -4.0912  0.438
H10 -0.4553 -1.1489 -3.4013  0.343
H11 0.6340 -0.0071 4.5862  0.368
C14 0.2276 3.2411 -1.6718  -1.093
As1 -0.1928 1.6051 -0.6838  0.638
C15 -2.0491 1.3887 -1.3164  -1.306
C16 -0.6486 2.4432 1.0500  -1.131
H12 -0.6133 3.9388 -1.6439  0.407
H13 0.4618 2.9731 -2.7018  0.341
H14 1.1071 3.7248 -1.2450  0.289
H15 -2.5839 2.3393 -1.2787  0.476
H16 -2.5823 0.6567 -0.7054  0.325
H17 -2.0364 1.0314 -2.3465  0.347
H18 -1.3779 3.2428 0.9190  0.460
H19 0.2483 2.8615 1.5060  0.293
H20 -1.0617 1.7006 1.7333  0.343
O2 2.2892 -1.4807 -2.6878  -0.577
C17 2.3367 -0.3940 -3.2911  0.005
O3 1.7077 0.6215 -2.9290  -0.475
H21 2.9547 -0.3307 -4.2127  0.411

Results
- Expectation value of S²: 8.75
- Spin multiplicity: 6
- Gap between HOMO and LUMO (spin up / spin down): 7.4 / 7.5 eV
- HOMO energy (spin up / spin down): -7.456 / -7.633 eV
- Total charge: 0

=====

[2]
DFT (wB97M-V/def2-TZVPD) results for an isolated molecule of C15H25NO4.

Last column: Mulliken charge in e.
Geometry (Å):
O1 0.8143 -1.7858 0.9788  -0.657
O2 -0.0368 2.1695 0.9130  -0.614
O3 2.5632 -1.2086 -0.1815  -0.351
O4 -3.5446 0.5328 1.0113  -0.596
C1 1.5126 -0.9231 0.4361  0.496
C2 0.0458 0.9575 0.8355  -0.586
C3 -3.2962 -2.1944 0.9950  -1.170
C4 -2.6438 -1.3453 0.0871  0.235
N1 1.1847 0.3775 0.2106  0.308
C5 -2.0552 -3.3342 -1.5733  -1.652
C6 -2.8570 -0.9115 -2.2685  -1.648
C7 4.0514 2.8809 -0.8901  -1.590
C8 3.8928 1.4543 1.2029  -1.283
C9 -2.1252 -1.7361 -1.2739  1.451
C10 2.8224 -0.1442 -1.1846  -0.909
C11 3.0742 2.0627 0.0610  -0.019
C12 -1.6065 1.0376 2.7797  -1.741
C13 2.1392 1.0084 -0.6480  0.080
C14 -2.3079 0.0716 0.4901  0.207
C15 -1.1496 0.2773 1.5172  0.889
H1 -4.2008 0.3781 0.2800  0.451
H2 -3.6763 -1.9790 2.0263  0.275
H3 -3.6242 -3.2665 0.7565  0.215
H4 -2.9656 -3.8738 -1.4649  0.432
H5 -1.7437 -3.3694 -2.6308  0.421
H6 -1.2441 -3.7818 -0.9206  0.308
H7 -2.5410 -1.1326 -3.2998  0.454
H8 -2.6617 0.1136 -2.2725  0.467
H9 -3.9272 -1.1830 -2.1950  0.298
H10 3.5423 3.3009 -1.7211  0.417
H11 4.6703 3.5272 -0.2254  0.379
H12 4.6829 2.2395 -1.3219  0.461
H13 3.2420 1.0880 1.9933  0.311
H14 4.5136 0.6143 0.8173  0.244
H15 4.5715 2.2304 1.6928  0.424
H16 -1.0581 -1.4191 -1.4455  -0.281
H17 3.8811 0.0088 -1.2752  0.373
H18 2.4513 -0.6352 -2.1171  0.266
H19 2.3789 2.6753 0.5194  0.547
H20 -2.3019 0.3961 3.3487  0.406
H21 -2.1544 1.8925 2.4065  0.344
H22 -0.7346 1.4087 3.3693  0.393
H23 1.5659 1.5019 -1.3619  0.687
H24 -2.1782 0.6913 -0.4221  0.289
H25 -0.9656 -0.6731 1.9650  0.571

Results
- Structure (SMILES): C=C(C(C)C)[C@@H](O)[C@H](C)C(=O)N1C(=O)OC[C@@H]1C(C)C
- Gap between HOMO and LUMO: 9.3 eV
- HOMO energy: -8.887 eV
- Total charge: 0

=====

[3]
DFT (wB97M-V/def2-TZVPD) results for an isolated molecule of C5H9ClN2.

Last column: Mulliken charge in e.
Geometry (Å):
C1 -0.6989 -0.2102 0.5724  0.504
C2 -1.1048 0.1815 -0.8248  -0.868
C3 1.3076 0.3392 -0.6778  -0.746
C4 0.7792 -0.7429 -0.0578  0.644
C5 -0.0066 -1.3954 1.0568  -0.673
H1 -0.2524 0.7940 2.3780  0.330
H2 -0.5200 1.5699 0.9809  0.316
H3 -1.9320 0.9021 -0.9238  0.428
H4 -1.1184 -0.6070 -1.7898  0.286
H5 -0.1962 1.9875 -0.9023  0.327
H6 1.9814 0.1492 -1.6229  0.245
H7 1.8289 1.0932 -0.0646  0.233
H8 -0.2341 -2.5921 0.8877  0.243
H9 0.5001 -1.3851 2.1255  0.166
N1 -1.0080 0.8096 1.5388  -0.679
N2 0.0445 1.0143 -1.2835  -0.504
Cl1 0.6298 -1.9078 -1.3927  -0.251

Results
- Structure (SMILES): N[C@@]12CNC[C@@]1(Cl)C2
- Gap between HOMO and LUMO: 8.6 eV
- HOMO energy: -7.938 eV
- Total charge: 0

=====

[4]
DFT (wB97M-V/def2-TZVPD) results for a structure of composition C24H33BrN6O4S.

Last column: Mulliken charge in e.
Geometry (Å):
C1 -3.6350 4.5017 2.0779  -0.875
N1 -2.7217 4.6624 0.9488  -0.319
C2 -1.5029 3.8900 1.0772  -1.107
C3 -1.6012 2.4702 0.4581  0.969
Br1 -0.9808 1.1430 1.7485  -0.175
C4 -2.9983 2.0661 -0.0970  -0.676
O1 -2.7381 1.4652 -1.3838  -0.340
S1 -1.5310 2.2561 -2.0140  1.205
O2 -1.9658 3.5645 -2.3797  -0.583
O3 -0.8362 1.4336 -2.9295  -0.571
O4 -0.7067 2.3467 -0.6515  -0.339
H1 -3.1088 4.4296 3.0388  0.323
H2 -4.3155 5.3511 2.1178  0.373
H3 -4.2463 3.6020 1.9586  0.219
H4 -2.4808 5.6384 0.8534  0.281
H5 -1.1887 3.7979 2.1216  0.461
H6 -0.7001 4.3856 0.5295  0.420
H7 -3.6175 2.9498 -0.2336  0.309
H8 -3.4723 1.2987 0.5033  0.482
N2 -0.1013 -2.5010 4.8417  -0.068
C5 0.4372 -1.4688 4.1153  -0.572
C6 1.7521 -1.3490 4.4721  -0.356
C7 2.0176 -2.3408 5.4569  -0.450
C8 0.8567 -3.0328 5.6667  -0.505
H9 -1.0588 -2.8002 4.7999  0.198
H10 -0.1557 -0.9158 3.4076  0.396
H11 2.4479 -0.6304 4.0727  0.424
H12 2.9561 -2.5246 5.9521  0.425
H13 0.6325 -3.8585 6.3197  0.385
N3 0.1650 -4.7769 2.4483  0.167
C9 -0.8527 -5.6635 2.2355  -0.513
C10 -0.4286 -6.5737 1.3028  -0.647
C11 0.9005 -6.2172 0.9397  -0.924
C12 1.2352 -5.1046 1.6671  -0.177
H14 0.1348 -4.0005 3.0864  0.282
H15 -1.7871 -5.5808 2.7644  0.360
H16 -1.0037 -7.3993 0.9166  0.633
H17 1.5328 -6.7155 0.2233  0.430
H18 2.1387 -4.5200 1.6921  0.424
N4 -1.3420 4.5830 -5.2349  0.069
C13 -0.2389 3.8009 -5.4292  -0.566
C14 0.6603 4.5186 -6.1734  -0.545
C15 0.0709 5.7887 -6.4326  -0.535
C16 -1.1653 5.7933 -5.8396  -0.588
H19 -2.1459 4.3107 -4.6983  0.236
H20 -0.1855 2.8063 -5.0208  0.489
H21 1.6317 4.1767 -6.4904  0.442
H22 0.4993 6.6011 -6.9989  0.625
H23 -1.9233 6.5563 -5.7950  0.419
N5 2.7517 7.0427 -4.8015  0.078
C17 3.3633 6.4416 -3.7391  -0.270
C18 4.4997 7.1513 -3.4487  -0.626
C19 4.5735 8.2258 -4.3765  -0.510
C20 3.4794 8.1291 -5.1967  -0.452
H24 1.8951 6.7248 -5.2241  0.244
H25 2.9427 5.5599 -3.2862  0.397
H26 5.2011 6.9244 -2.6630  0.382
H27 5.3410 8.9794 -4.4361  0.383
H28 3.1618 8.7404 -6.0242  0.347
N6 0.3558 -9.5901 2.4342  0.108
C21 1.1079 -10.7160 2.6182  -0.593
C22 0.2606 -11.7420 2.9452  -0.384
C23 -1.0574 -11.2102 2.9607  -0.628
C24 -0.9631 -9.8805 2.6428  -0.178
H29 0.7118 -8.6792 2.1967  0.203
H30 2.1779 -10.6944 2.5016  0.364
H31 0.5520 -12.7586 3.1501  0.385
H32 -1.9681 -11.7417 3.1810  0.390
H33 -1.7200 -9.1206 2.5536  0.340

Results
- Gap between HOMO and LUMO: 8.1 eV
- HOMO energy: -7.943 eV
- Total charge: 0

=====

[5]
DFT (wB97M-V/def2-TZVPD) results for a cluster of 2 separate species, C4H10O2 in total.

Last column: Mulliken charge in e.
Geometry (Å):
C1 2.1044 0.5681 -0.2545  -0.991
C2 1.6701 -0.6262 0.5668  -0.345
C3 0.6511 -1.4210 0.1990  0.546
O1 0.4285 -2.1962 -1.0235  -0.487
C4 -0.4179 -2.0283 1.2511  -0.968
H1 2.9811 0.4097 -0.8658  0.316
H2 2.5691 1.3881 0.3637  0.312
H3 1.4543 1.1164 -1.0125  0.291
H4 1.7257 -0.3978 1.7093  0.158
H5 1.3170 -2.2176 -1.2694  0.340
H6 -1.3162 -1.6089 0.8747  0.288
H7 -0.1386 -1.5994 2.2911  0.261
H8 -0.3791 -3.1189 1.4075  0.276
H9 -4.7376 3.4208 -1.1778  0.317
H10 -3.6309 4.3470 -1.2316  0.316
O2 -4.2809 3.9643 -1.8284  -0.633

Results
- Structure (SMILES): C/C=C(/C)O.O
- Gap between HOMO and LUMO: 9.5 eV
- HOMO energy: -8.856 eV
- Total charge: 0

=====

[6]
DFT (wB97M-V/def2-TZVPD) results for a cluster of 2 separate species, C2H3BrClF in total.

Last column: Mulliken charge in e.
Geometry (Å):
C1 1.0709 -0.4103 0.6807  -0.597
C2 0.9985 -0.0582 -0.6034  0.332
F1 1.3513 1.1964 -0.8478  -0.213
Cl1 -2.6694 1.0740 0.2754  -0.235
Br1 0.3924 -0.7171 -2.2547  -0.070
H1 0.8472 -1.3404 1.0195  0.305
H2 1.3235 0.2621 1.4863  0.245
H3 -3.3144 -0.0066 0.2440  0.233

Results
- Structure (SMILES): C=C(F)Br.Cl
- Gap between HOMO and LUMO: 10.4 eV
- HOMO energy: -9.725 eV
- Total charge: 0

=====

| no. | molar mass (g mol⁻¹) | largest force on an atom (eV/A) |
| --- | --- | --- |
| 1 | 685.03 | 1.79 |
| 2 | 283.37 | 5.86 |
| 3 | 132.59 | 7.69 |
| 4 | 581.54 | 0.32 |
| 5 | 90.12 | 5.01 |
| 6 | 161.40 | 2.90 |